*i*
13
Properties=species:S:1:pos:R:3 method="wB97M-V/def2-TZVPD" homo_lumo_gap_ev=7.96 spin_multiplicity=1 smiles="CC(=S)/C=C/N" lumo_ev=0.09 homo_ev=-7.9
C 1.87 0.19 0.77
C 0.81 1.06 0.08
S 1.20 2.61 -0.36
C -0.48 0.61 -0.26
C -1.02 -0.64 -0.07
N -2.14 -1.06 -0.66
H 1.65 0.02 1.84
H 2.80 0.70 0.65
H 2.01 -0.79 0.32
H -1.10 1.27 -0.87
H -0.58 -1.41 0.54
H -2.53 -0.55 -1.46
H -2.48 -2.01 -0.51

*ii*
13
Properties=species:S:1:pos:R:3 method="wB97M-V/def2-TZVPD" homo_lumo_gap_ev=8.31 spin_multiplicity=1 smiles="C[C@@H]1NCC1=S" lumo_ev=-0.28 homo_ev=-8.6
C 1.51 1.28 0.91
C 0.18 0.60 0.91
N 0.17 -0.65 1.61
C -0.59 -1.47 0.51
C -0.50 -0.16 -0.27
S -0.56 0.12 -1.89
H 2.36 0.52 0.71
H 1.58 2.02 1.88
H 1.40 2.04 0.11
H -0.68 1.37 1.12
H 1.08 -0.73 1.91
H 0.03 -2.25 0.18
H -1.62 -1.72 0.81

Quick one: most stable of them? *i*

*i*
13
Properties=species:S:1:pos:R:3 method="wB97M-V/def2-TZVPD" homo_lumo_gap_ev=8.77 spin_multiplicity=1 smiles="C=CSN.C#C" lumo_ev=0.69 homo_ev=-8.1
C 2.21 -0.95 0.00
C 1.13 -0.66 0.77
S 0.28 0.95 0.57
N 0.29 0.93 -1.12
H 2.80 -1.87 0.21
H 2.52 -0.29 -0.73
H 0.75 -1.09 1.68
H 0.85 1.85 -1.52
H -0.61 1.09 -1.57
C -2.82 0.52 0.65
C -2.42 -0.43 0.10
H -2.93 1.21 1.49
H -2.04 -1.26 -0.51

*ii*
13
Properties=species:S:1:pos:R:3 method="wB97M-V/def2-TZVPD" homo_lumo_gap_ev=10.31 spin_multiplicity=1 smiles=CC(C)(S)C#N lumo_ev=0.56 homo_ev=-9.8
C 0.39 0.40 1.21
C -0.05 -0.20 0.02
C -0.20 0.75 -1.17
S -1.55 -1.50 0.08
C 0.97 -1.24 -0.20
N 1.76 -2.14 -0.32
H 0.58 -0.44 2.05
H -0.20 1.21 1.62
H 1.38 0.83 0.94
H 0.73 1.37 -1.10
H -1.20 1.38 -0.94
H -0.14 0.08 -2.11
H -2.49 -0.50 -0.08

Quick one: most stable of them? *ii*

*i*
59
Properties=species:S:1:pos:R:3 method="wB97M-V/def2-TZVPD" homo_lumo_gap_ev=8.53 spin_multiplicity=1 smiles="CC[C@@H](C)[C@@H]1Nc2ccc(C(=O)NCCc3ccc(OC)c(OC)c3)cc2NC1=O" lumo_ev=0.71 homo_ev=-7.8
C 5.35 -3.03 2.10
C 4.09 -3.39 1.32
C 3.51 -2.22 0.52
C 2.32 -2.70 -0.31
C 3.12 -1.01 1.42
N 2.12 -1.33 2.41
C 0.78 -1.16 2.16
C -0.21 -1.84 2.87
C -1.54 -1.59 2.62
C -1.93 -0.63 1.69
C -3.37 -0.44 1.38
O -4.19 -1.34 1.44
N -3.71 0.84 1.04
C -4.95 1.19 0.41
C -4.82 1.24 -1.13
C -3.57 1.98 -1.51
C -3.49 3.36 -1.41
C -2.30 4.01 -1.64
C -1.13 3.31 -1.96
O -0.02 4.09 -2.10
C 1.13 3.61 -2.75
C -1.21 1.91 -2.07
O -0.04 1.21 -2.31
C -0.13 -0.15 -2.65
C -2.43 1.28 -1.86
C -0.94 0.06 0.99
C 0.39 -0.21 1.21
N 1.39 0.44 0.48
C 2.70 0.14 0.50
O 3.51 0.72 -0.19
H 5.14 -2.35 2.92
H 5.79 -3.94 2.52
H 6.09 -2.57 1.45
H 4.33 -4.19 0.62
H 3.33 -3.78 2.00
H 4.28 -1.85 -0.17
H 2.61 -3.53 -0.94
H 1.95 -1.90 -0.95
H 1.50 -3.03 0.34
H 4.03 -0.68 1.94
H 2.37 -2.07 3.04
H 0.08 -2.57 3.61
H -2.31 -2.14 3.14
H -2.98 1.53 0.99
H -5.69 0.43 0.70
H -5.27 2.16 0.79
H -4.77 0.22 -1.51
H -5.71 1.72 -1.54
H -4.37 3.94 -1.15
H -2.22 5.08 -1.57
H 1.68 2.88 -2.14
H 0.89 3.16 -3.72
H 1.76 4.48 -2.91
H 0.89 -0.44 -2.93
H -0.79 -0.31 -3.51
H -0.46 -0.77 -1.81
H -2.49 0.20 -1.93
H -1.20 0.80 0.25
H 1.10 1.15 -0.19

*ii*
59
Properties=species:S:1:pos:R:3 method="wB97M-V/def2-TZVPD" homo_lumo_gap_ev=9.34 spin_multiplicity=1 smiles="CCOCCCNC(=O)[C@H](NC(=O)c1ccc(NC(C)=O)cc1)c1ccc(C)cc1" lumo_ev=0.51 homo_ev=-8.8
C 3.31 2.45 0.45
C 2.99 3.71 -0.34
O 1.79 3.64 -1.08
C 0.61 3.73 -0.30
C -0.58 3.72 -1.25
C -1.92 3.73 -0.51
N -2.14 2.53 0.26
C -2.75 1.45 -0.27
O -3.34 1.44 -1.33
C -2.62 0.21 0.65
N -1.27 -0.31 0.49
C -0.21 0.19 1.16
O -0.31 1.14 1.93
C 1.09 -0.47 0.89
C 2.03 -0.51 1.92
C 3.26 -1.09 1.72
C 3.60 -1.61 0.47
N 4.87 -2.16 0.32
C 5.43 -2.78 -0.77
C 6.84 -3.24 -0.51
O 4.86 -2.94 -1.83
C 2.68 -1.54 -0.57
C 1.44 -0.98 -0.36
C -3.63 -0.84 0.30
C -4.61 -1.21 1.22
C -5.55 -2.17 0.90
C -5.55 -2.77 -0.35
C -6.57 -3.82 -0.69
C -4.58 -2.40 -1.27
C -3.63 -1.45 -0.95
H 2.58 2.28 1.24
H 4.29 2.54 0.90
H 3.30 1.58 -0.21
H 2.96 4.58 0.33
H 3.76 3.88 -1.10
H 0.55 2.88 0.40
H 0.63 4.66 0.29
H -0.52 4.59 -1.90
H -0.52 2.83 -1.87
H -2.73 3.80 -1.23
H -1.97 4.59 0.17
H -1.56 2.38 1.08
H -2.73 0.53 1.69
H -1.15 -1.09 -0.14
H 1.76 -0.10 2.88
H 3.98 -1.12 2.53
H 5.45 -2.11 1.15
H 7.47 -2.39 -0.25
H 6.86 -3.95 0.31
H 7.23 -3.72 -1.40
H 2.94 -1.92 -1.54
H 0.75 -0.90 -1.19
H -4.63 -0.74 2.20
H -6.31 -2.44 1.62
H -6.62 -3.99 -1.76
H -6.31 -4.76 -0.21
H -7.56 -3.52 -0.34
H -4.56 -2.85 -2.25
H -2.90 -1.15 -1.69

Quick one: most stable of them? *ii*

*i*
17
Properties=species:S:1:pos:R:3 method="wB97M-V/def2-TZVPD" homo_lumo_gap_ev=7.87 spin_multiplicity=1 lumo_ev=0.12 homo_ev=-7.7
C -0.53 0.14 0.74
C -0.26 0.01 -0.76
C -0.30 -0.79 -2.86
C -1.66 0.23 1.74
C 1.69 0.43 1.82
N -0.92 -0.46 -1.69
N 0.73 0.26 0.81
N 1.13 0.20 -0.50
N -0.22 0.00 -3.80
H 0.20 -1.83 -2.87
H -2.53 -0.35 1.50
H -1.39 0.15 2.82
H -1.85 1.28 1.68
H 2.64 0.42 1.28
H 1.64 1.28 2.35
H 1.63 -0.45 2.37
H 0.01 -0.51 -4.62

*ii*
17
Properties=species:S:1:pos:R:3 method="wB97M-V/def2-TZVPD" homo_lumo_gap_ev=9.13 spin_multiplicity=1 lumo_ev=0.06 homo_ev=-9.1
C 3.50 0.31 -0.31
C 1.29 0.18 0.16
C -0.86 1.08 0.55
C -2.28 1.05 -0.28
C -0.57 -1.19 0.04
H 3.23 1.51 -0.09
H 4.61 -0.41 0.07
H 3.75 0.36 -1.51
H 1.46 1.29 0.40
H -0.96 0.66 1.71
H -0.52 2.15 0.56
H -2.81 1.94 -1.00
H 0.25 -1.68 0.47
N 2.37 -0.62 0.12
N -0.06 0.01 0.00
N -2.67 -0.14 -0.38
N -1.85 -1.32 0.05

Quick one: most stable of them? *i*

*i*
11
Properties=species:S:1:pos:R:3 method="wB97M-V/def2-TZVPD" homo_lumo_gap_ev=9.70 spin_multiplicity=1 smiles=O[C@H]1C[C@@H]1S lumo_ev=0.73 homo_ev=-9.0
O -1.73 -1.07 0.00
C -0.65 -0.28 -0.48
C -0.36 1.13 -0.08
C 0.47 -0.12 0.33
S 1.98 -0.59 -0.17
H -1.12 -2.00 0.22
H -0.54 -0.32 -1.52
H -0.06 1.70 -0.86
H -1.00 1.60 0.73
H 0.11 -0.32 1.43
H 2.89 0.28 0.39

*ii*
11
Properties=species:S:1:pos:R:3 method="wB97M-V/def2-TZVPD" homo_lumo_gap_ev="7.91 / 7.53" spin_multiplicity=1 lumo_ev="0.76 / 0.49" homo_ev="-7.1 / -7.0"
C 0.86 -0.23 0.34
C -2.06 -0.58 -0.05
C 2.11 0.44 -0.06
O -3.22 0.10 -0.07
S -0.68 0.45 -0.02
H 0.74 -1.29 0.58
H -2.11 -1.64 0.26
H 2.34 0.33 -1.16
H 2.90 0.02 0.60
H 2.28 1.54 0.18
H -3.15 0.85 -0.60

*iii*
11
Properties=species:S:1:pos:R:3 method="wB97M-V/def2-TZVPD" homo_lumo_gap_ev=8.60 spin_multiplicity=1 lumo_ev=-0.34 homo_ev=-8.9
C -0.89 -0.58 0.75
C 1.95 0.38 -0.90
C -1.23 -0.43 -0.72
O -0.33 -1.50 1.27
S 2.70 -0.90 -0.13
H -1.47 0.24 1.33
H 1.22 -0.09 -1.57
H -2.38 -0.73 -0.74
H -0.60 -1.23 -1.22
H -0.96 0.53 -1.01
H 3.83 -0.24 0.34

Quick one: most stable of them? *i*

*i*
27
Properties=species:S:1:pos:R:3 method="wB97M-V/def2-TZVPD" homo_lumo_gap_ev=9.27 spin_multiplicity=1 smiles="C=C(C)[C@H](N)[C@H](CC)S(=O)(=O)O" lumo_ev=0.55 homo_ev=-8.7
C -2.70 0.39 -0.39
C -1.85 -0.55 -0.15
C -2.07 -1.65 0.85
C -0.49 -0.55 -0.86
N -0.13 -1.86 -1.13
C 0.64 0.21 0.41
C 0.59 1.73 0.65
C 0.75 2.60 -0.55
S 2.35 -0.32 -0.09
O 3.40 0.56 0.43
O 2.46 -0.74 -1.49
O 2.41 -1.58 0.94
H -2.46 1.24 -1.08
H -3.60 0.27 0.07
H -2.14 -2.54 0.31
H -3.13 -1.38 1.35
H -1.33 -1.71 1.63
H -0.27 0.15 -1.57
H -0.32 -2.58 -0.46
H 0.77 -1.96 -1.40
H 0.49 -0.45 1.26
H -0.35 1.95 1.11
H 1.44 1.94 1.19
H -0.03 2.43 -1.23
H 1.61 2.45 -1.04
H 0.74 3.63 -0.15
H 3.22 -1.69 1.35

*ii*
27
Properties=species:S:1:pos:R:3 method="wB97M-V/def2-TZVPD" homo_lumo_gap_ev=11.04 spin_multiplicity=1 smiles="CCCS(=O)(=O)N1O[C@H]1C(C)C" lumo_ev=0.92 homo_ev=-10.1
C 3.17 -0.71 -2.65
C 3.46 -0.46 -1.18
C 2.35 -0.66 -0.19
S 1.03 0.45 -0.54
O 1.58 1.75 -0.61
O 0.37 -0.06 -1.71
N -0.01 0.27 0.82
O -0.24 -1.10 1.02
C -1.27 -0.31 0.48
C -2.45 0.13 1.33
C -2.46 1.67 1.37
C -3.73 -0.50 0.89
H 4.02 -0.14 -3.04
H 3.05 -1.79 -2.79
H 2.22 -0.22 -2.86
H 3.53 0.67 -1.18
H 4.48 -0.79 -0.84
H 1.90 -1.68 -0.07
H 2.61 -0.28 0.80
H -1.50 -0.69 -0.55
H -2.15 -0.17 2.41
H -2.64 2.04 0.32
H -1.54 1.70 1.87
H -3.44 1.85 1.84
H -3.81 -1.52 0.58
H -4.21 0.10 -0.01
H -4.65 -0.31 1.54

Quick one: most stable of them? *i*